Entry 1:
Molecular formula: C9H18Cl2N9O2PtS
Method: DFT, wB97M-V/def2-TZVPD

The LUMO energy (spin up / spin down) comes out at -3.5595 / -3.7647 eV. Its total energy is -66248.680 eV. The calculation puts the strongest force on any atom at 2.827 eV Å⁻¹.

The geometry in ORCA input format:
```
! wB97M-V def2-TZVPD RIJCOSX def2/J DEFGRID3
* xyz 1 1
Pt -0.500 -0.149 0.474
Cl 1.811 0.564 -0.713
Cl 2.555 3.235 -1.523
S -0.595 -2.107 1.735
O -0.917 1.814 -0.395
O -0.051 3.846 -0.513
N -0.357 -3.137 -0.809
N 0.024 3.683 2.243
N -0.919 1.719 2.777
N 0.447 1.487 2.394
N -2.208 3.726 3.164
N -0.469 -1.927 -1.469
N 2.265 2.941 1.656
N -0.333 -4.604 0.762
N -0.172 -5.282 -0.390
C -0.036 2.648 -0.705
C -0.185 -4.406 -1.337
C -3.409 2.954 3.389
C -1.126 3.102 2.661
C 1.233 2.061 -1.469
C 0.975 2.742 2.038
C -0.015 -4.681 -2.774
C -0.437 -3.277 0.557
C -2.308 5.164 3.080
H 0.956 0.987 3.130
H 0.868 -4.173 -3.165
H -0.363 -5.091 1.644
H -1.340 -1.853 -1.992
H 0.108 -5.751 -2.913
H -3.089 5.498 3.760
H -4.024 3.458 4.133
H 0.087 4.621 1.874
H -2.555 5.506 2.071
H -0.883 -4.347 -3.341
H -1.369 5.619 3.397
H -3.996 2.832 2.475
H -1.530 1.132 2.184
H 0.325 -1.750 -2.080
H -3.142 1.970 3.769
H 2.736 2.095 1.366
H 0.959 1.821 -2.499
H 2.420 3.708 1.010
*
```



Entry 2:
Molecular formula: C4H6O4
Method: DFT, wB97M-V/def2-TZVPD

The LUMO energy comes out at 0.7691 eV. For the energy above the lowest of the compared OMol25 structures with the same formula, charge and spin, the calculation gives 8.4636 eV. Its total energy is -12427.709 eV. The calculation puts the strongest force on any atom at 1.911 eV Å⁻¹.

The geometry in ORCA input format:
```
! wB97M-V def2-TZVPD RIJCOSX def2/J DEFGRID3
* xyz 0 1
O 1.179 -1.387 0.599
O 1.037 0.878 0.267
O -0.089 2.606 1.430
O 0.046 1.932 0.155
C -0.970 -0.465 0.509
C 0.402 -0.373 -0.030
C -2.096 -0.507 0.923
C 0.414 -0.617 -1.536
H -0.007 -1.600 -1.781
H -0.153 0.149 -2.075
H -0.168 1.794 1.961
H -3.103 -0.526 1.276
H 1.439 -0.600 -1.924
H 2.070 -1.285 0.225
*
```



Entry 3:
Molecular formula: C28H64Cl12O8
Method: DFT, wB97M-V/def2-TZVPD

The LUMO energy comes out at 0.5492 eV. For the energy above the lowest of the compared OMol25 structures with the same formula, charge and spin, the calculation gives 0.2369 eV. Its total energy is -196719.070 eV. The calculation puts the strongest force on any atom at 1.503 eV Å⁻¹.

The geometry in ORCA input format:
```
! wB97M-V def2-TZVPD RIJCOSX def2/J DEFGRID3
* xyz 0 1
Cl 2.822 -3.995 0.720
Cl -4.779 -3.276 -2.518
Cl -2.423 -4.936 -0.808
Cl -1.154 -1.216 -2.091
Cl 1.270 1.106 0.599
Cl -3.606 1.231 -0.878
Cl -1.320 0.466 -6.429
Cl 2.656 1.405 -5.937
Cl -0.391 -3.379 1.342
Cl 3.176 1.660 -2.611
Cl -0.261 3.408 -3.447
Cl -6.160 1.804 1.183
O 4.343 -0.956 3.030
O -0.141 7.156 0.804
O 4.273 -1.503 -2.850
O -1.086 4.614 1.674
O 1.905 -3.022 -4.009
O -6.774 -1.867 1.113
O 5.726 0.186 5.152
O -4.151 -2.189 2.257
C 1.947 -2.157 -2.889
C -0.942 3.344 2.231
C 1.968 -4.399 2.224
C -3.622 -0.891 2.317
C -0.190 0.120 -1.370
C 6.211 -0.933 4.474
C 5.743 -0.891 3.025
C -0.463 8.356 0.135
C -6.259 1.305 -0.513
C 6.490 0.625 6.249
C 3.768 -0.893 1.737
C -0.614 5.608 2.542
C 0.024 -0.080 0.121
C 4.388 1.787 -3.901
C 3.260 -2.154 -2.088
C -4.742 -3.441 -0.766
C -0.510 2.651 -5.036
C 3.803 2.520 -5.088
C 5.345 -1.096 -1.995
C -5.149 0.336 -0.878
C -0.966 1.210 -4.863
C -6.562 -1.630 2.494
C -7.165 -3.171 0.729
C 2.793 -2.749 -5.066
C -5.337 -2.370 3.009
C -0.852 6.996 2.000
C -3.352 -3.560 -0.190
C 0.499 -4.773 1.995
H 3.049 -1.622 -1.154
H 6.796 -0.227 6.862
H 0.460 5.473 2.743
H 6.135 0.043 2.604
H -4.397 -0.153 2.084
H -6.472 -0.558 2.668
H 5.868 -1.907 4.847
H 6.182 -0.890 -2.660
H 0.737 0.193 -1.931
H -5.315 -0.037 -1.888
H -5.269 -2.604 -0.313
H 0.069 3.116 2.598
H 3.221 3.392 -4.802
H 5.927 1.359 6.820
H 5.669 -1.831 -1.255
H -2.807 -2.627 -0.339
H -5.531 -3.441 3.046
H 4.352 -1.570 1.108
H -5.262 -4.362 -0.493
H 5.000 -0.194 -1.482
H 4.549 2.862 -5.803
H -6.300 2.207 -1.118
H -0.209 0.597 -4.385
H 7.379 1.155 5.880
H 2.916 -1.686 -5.302
H 2.491 -5.135 2.834
H -0.850 0.093 0.739
H -3.081 -0.697 3.247
H 0.141 -5.038 2.987
H -1.650 3.179 3.053
H 3.727 0.124 1.320
H -1.925 7.156 1.844
H 0.341 8.557 -0.571
H 3.818 -3.051 -4.835
H 1.201 -2.571 -2.207
H -0.743 1.039 -1.558
H 1.723 -1.122 -3.173
H -1.393 8.270 -0.432
H -2.896 -0.719 1.516
H -1.077 2.536 1.510
H -3.418 -3.727 0.885
H -5.092 -2.002 4.015
H -0.554 7.678 2.809
H -6.259 -3.788 0.752
H -1.280 3.217 -5.556
H 0.414 2.689 -5.607
H 0.433 -1.076 0.266
H 2.453 -3.275 -5.955
H 7.307 -0.899 4.514
H 4.758 0.788 -4.117
H -7.486 -1.966 2.984
H 3.532 -3.193 -1.889
H -7.222 0.808 -0.642
H 0.452 -5.596 1.291
H -5.159 -0.499 -0.180
H 6.160 -1.751 2.490
H 5.207 2.360 -3.465
H 2.712 -1.134 1.880
H -7.580 -3.077 -0.271
H -1.090 5.527 3.532
H -1.910 1.194 -4.324
H -0.526 9.191 0.837
H 2.044 -3.496 2.834
H -7.909 -3.654 1.374
*
```



Entry 4:
Molecular formula: C3H3FN2O2
Method: DFT, wB97M-V/def2-TZVPD

The LUMO energy comes out at 0.6258 eV. For the energy above the lowest of the compared OMol25 structures with the same formula, charge and spin, the calculation gives 3.5294 eV. Its total energy is -12949.340 eV. The calculation puts the strongest force on any atom at 0.851 eV Å⁻¹.

The geometry in ORCA input format:
```
! wB97M-V def2-TZVPD RIJCOSX def2/J DEFGRID3
* xyz 0 1
F -1.406 2.057 -1.235
O 1.016 -0.458 -0.840
O -1.520 0.431 1.331
N 0.776 -1.275 1.311
N 0.137 -0.747 0.237
C 0.440 0.564 -1.516
C -0.645 1.039 -0.871
C -0.808 0.289 0.363
H 0.931 0.879 -2.428
H 0.340 -2.156 1.564
H 0.738 -0.623 2.084
*
```